# C9H100BN2O45P2

A cluster of 43 separate species, C9H100BN2O45P2 in total in a non-equilibrium geometry (the ωB97M-V functional and the def2-TZVPD basis, OMol25).

Structure (XYZ):
```
159
Properties=species:S:1:pos:R:3:forces:R:3:lowdin_charge:R:1
C -0.57762 -1.43752 1.72148 0.2 2.8 -5.0 0.04
C -0.37630 -0.84373 0.55121 -1.3 -4.6 7.3 -0.25
P -0.32223 0.00132 -1.20987 1.7 2.3 0.0 0.30
C -0.29138 0.89007 -2.89898 0.9 1.5 -1.3 -0.25
N 0.02762 1.54094 -0.34671 0.9 0.0 0.6 -0.15
B -2.22170 0.42588 -0.96173 -1.3 -0.4 0.8 -0.55
C -3.41338 -0.04031 -1.97482 -1.6 1.3 -0.6 -0.10
O -2.59180 1.23990 0.19734 0.0 0.1 -1.9 -0.04
C 1.54918 -0.45394 -1.28602 5.3 -0.9 -0.5 -0.21
C 2.24708 -1.09458 -2.57579 2.3 0.9 3.8 -0.04
C 3.78572 -1.37216 -2.50017 -2.1 0.8 0.8 -0.16
N 4.68354 -1.10134 -1.40357 -4.8 1.0 0.2 -0.04
C 4.04031 -0.54377 -0.23770 -2.2 0.4 -0.8 -0.17
C 2.52905 -0.17910 -0.05156 1.4 -1.6 -4.1 -0.05
P -0.98104 -1.92146 -2.02812 -3.0 -2.4 1.3 0.83
O 0.05683 -3.24069 -1.62205 -0.1 -0.1 -2.3 -0.37
O -1.37945 -1.85931 -3.71314 0.4 -0.2 -0.4 -0.39
H -0.95577 -1.87696 2.72220 1.1 1.0 -2.2 0.03
H 0.39634 1.82590 -2.78216 -1.1 -1.5 -0.3 0.06
H 0.15111 0.28658 -3.76852 -0.7 0.7 1.2 0.03
H -1.30966 1.30363 -3.25549 1.9 -1.1 1.0 0.01
H 0.90816 1.97785 -0.66192 -0.6 -0.2 0.3 0.02
H 0.13380 1.29979 0.66433 -0.2 0.7 -1.1 0.03
H -3.11445 0.03449 -3.09887 -0.4 -0.5 2.0 0.06
H -4.27381 0.74094 -1.85384 1.3 -1.3 -0.2 0.06
H -3.88803 -1.05880 -1.72683 1.0 1.4 -0.4 0.05
H -2.65663 2.17464 -0.14470 -0.1 -1.2 0.6 0.09
H 1.63229 -1.34190 -3.52488 1.3 0.4 1.8 0.08
H 4.26226 -1.84303 -3.44985 -0.7 0.9 1.9 0.09
H 4.73322 -0.29937 0.66272 -1.2 -0.6 -1.8 0.09
H 2.11129 0.29700 0.91315 1.0 -0.9 -2.1 0.08
H -0.23430 -4.02240 -2.16454 0.3 1.0 1.0 0.04
H -2.35687 -1.97546 -3.85798 1.6 0.0 0.8 0.05
O 3.11880 -0.73535 2.68838 0.0 0.6 0.8 -0.10
H 2.21858 -0.96742 2.41422 0.1 -0.2 -0.1 0.03
H 3.49811 -1.57594 2.97814 -0.4 -0.1 -0.2 0.01
O 1.40328 0.89578 4.82084 0.2 -0.2 0.2 -0.04
H 2.10720 0.66265 4.19656 -0.1 -0.2 -0.1 0.02
H 1.71601 0.54738 5.66615 0.0 0.2 -0.1 0.06
O -3.12435 1.73437 3.18903 -0.2 0.0 0.7 -0.06
H -2.80993 1.65481 2.27849 0.2 -0.2 -0.2 0.02
H -3.96287 2.20620 3.10493 0.2 -0.1 -0.4 0.00
O -5.13459 -0.18619 4.64196 0.1 0.0 0.4 -0.05
H -4.32521 0.34682 4.67084 0.0 0.0 0.0 0.03
H -5.74730 0.28892 5.21689 0.1 -0.1 -0.2 0.05
O -5.09035 0.17447 1.88726 0.0 -1.0 -0.4 -0.06
H -4.38122 -0.03979 1.26286 0.1 0.5 -0.1 0.04
H -4.76806 -0.17190 2.73383 -0.2 0.3 0.0 0.00
O -4.46480 3.14180 5.49598 -0.1 0.1 0.0 -0.06
H -5.21302 3.58772 5.07789 0.2 0.0 0.0 0.05
H -3.82244 3.04249 4.77829 0.1 -0.1 0.0 0.00
O 4.06182 -1.68401 5.27127 -0.1 0.0 0.4 -0.06
H 4.70254 -2.40737 5.30433 0.0 0.1 -0.1 0.05
H 4.59954 -0.88993 5.39775 0.0 -0.1 0.0 0.05
O 4.21875 2.17873 3.61415 0.2 -0.1 -0.3 -0.06
H 3.96463 1.41956 3.06933 0.0 -0.1 0.1 0.02
H 4.34498 2.89294 2.97520 -0.2 -0.1 0.1 0.05
O -3.58109 5.97038 5.24691 0.2 0.1 0.2 -0.06
H -2.99181 6.58028 5.70887 -0.1 0.0 -0.2 0.05
H -3.45412 5.12668 5.70606 -0.2 -0.1 -0.1 0.03
O 6.14178 -1.84923 3.52405 0.1 0.1 -0.3 -0.06
H 6.45563 -1.93971 2.61469 0.0 0.0 0.2 0.05
H 5.31124 -1.36468 3.43645 0.2 0.0 -0.1 -0.01
O -6.09249 -2.63897 1.41470 0.0 0.0 0.3 -0.07
H -7.01624 -2.53254 1.68144 -0.1 0.0 -0.1 0.02
H -5.71943 -1.74577 1.49956 -0.2 0.3 0.2 0.02
O -0.87528 -4.45074 -4.98592 0.1 -0.2 -0.2 -0.07
H -0.65906 -3.64304 -4.49697 -0.2 0.2 0.0 0.01
H -1.22753 -4.12805 -5.82753 0.2 0.1 0.0 0.01
O 3.26094 -3.15067 1.53857 0.2 -0.5 -0.1 -0.06
H 2.93457 -2.78110 0.70493 0.0 0.1 0.1 0.04
H 3.48601 -4.06486 1.31684 -0.2 0.1 -0.1 0.02
O 1.49787 3.65226 4.06137 0.2 0.6 0.2 -0.06
H 2.09640 4.25823 4.51774 0.0 -0.1 -0.1 0.04
H 1.61590 2.81047 4.52853 -0.3 -0.1 -0.1 -0.01
O -8.88633 -2.96896 2.63812 -0.1 -0.2 0.2 -0.05
H -8.57516 -3.74380 3.12535 0.0 0.1 -0.1 0.05
H -9.58021 -2.60235 3.20036 0.2 0.0 -0.2 0.05
O -2.08314 2.39770 -4.57515 -0.8 0.7 -0.7 -0.07
H -1.77180 2.30307 -5.48492 0.1 -0.1 0.2 0.06
H -2.91694 2.87938 -4.66232 0.1 -0.1 -0.1 0.04
O -5.25541 -3.89492 4.08626 -0.1 0.1 0.1 -0.07
H -5.02987 -3.08622 4.56468 0.0 -0.1 -0.1 0.02
H -5.60805 -3.57648 3.24277 0.2 0.1 -0.1 -0.01
O -2.97578 -6.31143 -4.64999 -0.1 -0.4 0.1 -0.08
H -2.15474 -5.79793 -4.62828 0.0 0.2 0.0 -0.01
H -3.57959 -5.81019 -4.08162 0.1 0.1 0.1 -0.01
O -3.67335 -3.23626 -0.13030 -0.3 -0.3 0.1 -0.07
H -3.36222 -4.01282 0.35264 0.1 0.3 0.0 0.05
H -4.37305 -2.87088 0.43342 0.0 -0.4 -0.2 0.00
O 3.21720 -6.05138 -0.08137 0.0 -0.3 0.1 -0.05
H 2.31921 -6.28042 -0.35436 0.1 0.2 0.0 0.05
H 3.59549 -6.89177 0.20702 0.0 0.2 -0.1 0.04
O -5.94528 -6.20724 -5.01256 0.0 -0.2 -0.2 -0.07
H -5.24610 -6.44831 -5.63685 0.0 0.0 0.1 0.01
H -5.62961 -6.54802 -4.16617 -0.1 0.2 -0.1 0.02
O 5.60012 2.31998 -1.63453 0.1 0.0 -0.1 -0.06
H 5.06805 1.59446 -1.99244 0.0 0.0 0.1 0.04
H 6.47643 1.93047 -1.51548 -0.1 0.1 0.1 0.04
O 5.34418 4.26380 5.30250 0.1 -0.1 -0.1 -0.07
H 4.81208 3.54022 4.94223 0.1 -0.1 0.1 -0.01
H 6.21916 3.87358 5.41935 -0.2 0.1 0.0 0.04
O 2.92524 4.14990 -0.59974 0.2 -0.1 0.2 -0.06
H 3.56704 3.42755 -0.56698 -0.1 0.1 -0.1 0.00
H 3.46128 4.94389 -0.47271 0.0 -0.1 -0.2 0.01
O -4.07411 4.39445 2.76030 -0.3 0.5 -0.2 -0.04
H -3.87154 5.19668 3.26314 0.1 -0.1 0.3 0.02
H -4.42685 4.72402 1.92424 0.2 -0.2 0.1 0.05
O -1.05814 -3.78063 -7.93564 -0.3 -0.4 -0.1 -0.05
H -1.38717 -3.41972 -8.77101 0.1 0.2 0.0 0.01
H -0.83521 -4.69675 -8.14849 0.1 0.1 0.1 0.06
O 5.45640 5.52929 -1.48068 0.3 -0.1 0.4 -0.05
H 6.17328 5.69626 -0.85102 0.0 0.1 0.0 0.02
H 5.54337 4.58985 -1.69066 -0.1 -0.2 -0.3 0.03
O -1.49644 -9.17991 -5.59378 0.1 0.1 0.2 -0.06
H -0.67785 -8.66853 -5.57231 -0.2 -0.1 0.0 0.04
H -2.09991 -8.67868 -5.02613 0.0 0.1 -0.2 0.03
O -4.05979 3.17316 -1.58627 0.1 0.3 -0.5 -0.05
H -4.80690 3.62176 -2.00737 0.0 0.0 0.4 0.02
H -3.41961 3.06116 -2.30224 0.1 -0.1 0.2 0.03
O 0.07343 -2.18998 4.83835 0.3 -0.1 0.3 -0.07
H 0.72021 -2.90656 4.86811 -0.1 0.1 -0.1 0.04
H 0.60515 -1.38937 4.94788 -0.2 0.1 -0.2 0.00
O 7.57003 7.19999 -0.50815 0.0 -0.1 -0.1 -0.06
H 7.78257 8.00238 -0.01166 -0.1 -0.1 -0.1 0.03
H 7.22089 7.53038 -1.34744 -0.1 0.0 0.1 0.03
O -1.54105 -2.08292 -10.58137 -0.2 0.2 -0.1 -0.05
H -1.05021 -1.28604 -10.81933 0.0 -0.2 0.1 0.05
H -2.45418 -1.87501 -10.81843 0.1 -0.1 0.1 0.05
O 8.67269 9.71802 -0.87378 0.4 0.1 -0.1 -0.06
H 8.96353 9.06116 -1.52034 0.0 0.1 0.1 0.04
H 9.45655 10.26232 -0.72537 -0.2 0.0 0.0 0.05
O -4.69103 -4.68173 -2.72447 0.0 -0.1 0.0 -0.05
H -4.48146 -4.63349 -1.78021 0.1 0.3 -0.1 0.03
H -4.89270 -3.76876 -2.96440 0.0 -0.2 0.1 0.05
O 7.69756 3.37901 0.40971 -0.1 0.3 0.1 -0.05
H 6.77153 3.47375 0.66909 0.1 -0.1 -0.1 0.03
H 8.06054 4.26919 0.50886 0.0 -0.1 0.0 0.03
O -4.17014 -5.11139 -7.59391 0.0 0.3 0.0 -0.06
H -3.34982 -4.59904 -7.57181 0.0 -0.2 0.1 0.00
H -4.77261 -4.61205 -7.02674 0.1 -0.2 0.0 0.04
O -6.49920 4.80544 -1.13128 -0.1 0.3 0.1 -0.05
H -6.29438 4.84710 -0.18848 0.0 -0.2 -0.2 0.04
H -6.70806 5.71880 -1.36570 0.0 -0.2 0.0 0.05
O 5.30550 -0.92763 7.89765 -0.3 -0.1 0.2 -0.05
H 4.40694 -1.15923 7.62264 0.1 -0.1 -0.2 0.03
H 5.68473 -1.76731 8.18704 0.0 0.2 0.0 0.06
O 3.97444 1.61682 8.96173 -0.2 -0.3 0.2 -0.06
H 3.47358 1.45892 9.77186 0.1 0.1 -0.2 0.03
H 4.36400 0.75569 8.75515 0.2 0.1 0.0 -0.01
O 4.97035 8.01657 -2.76206 0.2 0.3 0.3 -0.07
H 5.27941 7.23034 -2.28622 -0.4 -0.3 -0.2 -0.03
H 4.26781 8.36778 -2.20087 0.1 -0.1 -0.1 0.04
O 0.24874 6.47707 3.11550 -0.2 0.0 0.1 -0.07
H -0.64739 6.24436 2.84238 0.2 0.0 0.0 0.03
H 0.62931 5.63636 3.40458 -0.1 -0.1 -0.1 0.00
O -2.03843 -10.89283 -8.07985 0.0 0.0 0.0 -0.08
H -1.83062 -10.84448 -7.13671 -0.1 0.2 -0.1 0.00
H -2.24014 -9.97992 -8.31963 0.0 -0.2 0.2 0.03
```
Positions in Å, forces in eV/Å.

Lowest unoccupied orbital energy (eV): 1.5
Kohn-Sham gap (eV): 5.22
Charge: -1
Molar mass (u): 1029.63
DFT total energy (eV): -125324.4001